A molecular structure, C38H56KN3O15P4 in a non-equilibrium geometry. Source: OMol25; level of theory: wB97M-V/def2-TZVPD.

Positions of all 117 atoms, in Å:
1 K -1.65 0.05 0.16
2 P 2.04 0.73 1.57
3 P -3.43 -1.94 -2.94
4 P 2.62 -0.89 -1.16
5 P -1.73 0.27 -3.73
6 O 3.46 -2.22 -1.37
7 O -1.84 1.09 -2.50
8 O 1.95 0.17 3.03
9 O 3.27 1.78 1.51
10 O -4.44 3.09 3.01
11 O -3.18 -1.32 -5.50
12 O 3.32 0.40 -1.89
13 O -3.12 -1.65 -1.49
14 O -2.58 -3.09 -3.47
15 O 0.80 1.33 1.05
16 O -1.91 -3.45 3.71
17 O -5.01 -2.19 -2.97
18 O -1.49 1.23 -5.00
19 O 1.24 -1.32 -1.59
20 O -0.56 -0.78 -3.64
21 N -2.62 0.03 2.79
22 N -1.17 -2.36 1.87
23 N -2.92 2.57 1.39
24 C -4.69 4.97 -0.71
25 C -4.63 4.14 1.96
26 C 1.94 1.97 -3.20
27 C -2.41 -1.05 3.55
28 C -1.22 -4.47 2.95
29 C 4.75 -2.80 -0.75
30 C 2.73 -0.73 0.70
31 C -3.22 -0.57 -4.28
32 C -3.46 0.01 5.51
33 C -2.64 3.70 -1.26
34 C 1.35 0.14 5.39
35 C -4.32 0.47 -4.28
36 C 3.32 3.03 0.77
37 C -3.58 4.20 -0.33
38 C -3.40 2.24 2.50
39 C 5.63 -3.06 -2.00
40 C -2.80 -1.10 4.93
41 C 1.25 -6.11 -0.36
42 C -4.84 5.32 -2.05
43 C 3.05 -0.15 -4.37
44 C 3.42 1.32 4.71
45 C -0.40 -3.66 1.94
46 C -1.83 -2.27 3.00
47 C 2.18 3.95 1.21
48 C 1.96 1.03 4.33
49 C 4.66 3.75 1.14
50 C 0.89 -5.38 0.74
51 C 3.09 0.95 -3.29
52 C -0.24 -4.77 -1.68
53 C -3.35 4.01 1.16
54 C 4.43 -4.13 0.00
55 C -0.04 -4.30 0.68
56 C -3.28 1.00 3.32
57 C -0.67 -4.00 -0.56
58 C 0.74 -5.79 -1.64
59 C -3.89 4.84 -2.97
60 C -2.89 3.94 -2.59
61 C -3.70 1.12 4.68
62 H 1.87 -0.80 5.56
63 H 5.08 3.10 1.86
64 H 1.00 1.45 -2.83
65 H 3.60 0.99 5.77
66 H -1.73 3.26 -0.98
67 H 1.37 1.89 4.06
68 H -4.86 5.04 2.60
69 H 3.23 2.70 -0.30
70 H 4.54 4.77 1.45
71 H 3.93 -0.71 -4.43
72 H -0.80 -4.49 -2.67
73 H -5.19 -2.54 -2.03
74 H -5.37 5.36 0.08
75 H 2.29 2.76 -2.60
76 H 0.52 -3.33 2.60
77 H 4.05 1.48 -3.50
78 H -5.20 -0.08 -3.94
79 H 2.25 4.04 2.26
80 H 1.29 0.75 6.29
81 H -2.50 -1.95 5.50
82 H 3.61 2.43 4.55
83 H -1.54 0.89 -5.91
84 H 0.35 -0.10 4.98
85 H 3.74 -0.70 0.88
86 H -3.70 0.02 6.59
87 H 2.14 -0.75 -4.29
88 H -5.63 5.99 -2.30
89 H -2.26 3.51 -3.40
90 H -2.79 -2.18 -5.24
91 H -0.60 -5.05 3.62
92 H 1.26 -6.16 -2.50
93 H 1.26 -5.71 1.72
94 H 5.11 -3.87 -2.59
95 H 5.36 -4.51 0.52
96 H -5.58 3.93 1.33
97 H 5.21 3.74 0.20
98 H 2.23 4.98 0.72
99 H 1.85 2.35 -4.25
100 H -1.83 -5.32 2.47
101 H 3.59 -4.11 0.71
102 H -4.13 1.26 -3.55
103 H -4.12 2.03 4.99
104 H -3.90 5.18 -3.94
105 H 5.20 -2.12 0.01
106 H 1.18 3.53 1.00
107 H 3.10 0.48 -5.36
108 H 6.61 -3.50 -1.66
109 H 2.26 -1.66 1.12
110 H -1.42 -3.26 -0.75
111 H -0.01 -0.78 -2.79
112 H -2.70 4.76 1.59
113 H 4.08 0.78 4.00
114 H 5.85 -2.13 -2.59
115 H 2.07 -6.85 -0.37
116 H -4.53 0.84 -5.25
117 H 4.33 -4.94 -0.70

## Properties
Lowest unoccupied orbital energy, Eh: -0.015
Max |F|, eV/A: 4.3
Total charge: 0
Calculated total energy, a.u.: -4740.1735
Energy above the lowest of the compared OMol25 structures with the same formula, charge and spin, kcal per mole: 43.7
Frontier orbital gap, Ha: 0.276



A molecular structure, C17H17N10O2S4Ta. Source: OMol25; level of theory: wB97M-V/def2-TZVPD.

Positions of all 51 atoms, in Å:
1 Ta 0.22 -0.02 -0.01
2 S -1.25 -0.86 -3.18
3 S -2.33 -2.33 -0.98
4 S 1.51 2.01 0.89
5 S -0.50 -1.39 2.49
6 O 0.63 -1.92 3.17
7 O -0.48 0.07 2.24
8 N -0.79 1.73 -0.84
9 N 1.54 2.04 -3.52
10 N 2.94 -0.07 1.76
11 N 3.48 1.97 2.64
12 N -0.59 -1.81 0.88
13 N 2.49 -1.59 -1.99
14 N 2.93 0.09 -3.50
15 N 1.27 0.39 -1.85
16 N 3.34 1.83 -4.93
17 N 2.21 -0.86 0.85
18 C -1.93 3.95 -2.01
19 C -3.74 -3.42 1.88
20 C -1.13 -1.12 -1.59
21 C 2.73 1.25 1.83
22 C -2.01 -2.13 2.95
23 C -2.56 -2.28 4.20
24 C -0.80 3.36 -2.58
25 C -2.46 3.42 -0.85
26 C -1.86 2.31 -0.28
27 C -2.57 -2.70 1.79
28 C -4.32 -3.58 3.14
29 C -0.27 2.25 -1.97
30 C -3.75 -3.02 4.28
31 C 2.23 -0.34 -2.49
32 C 0.92 1.54 -2.51
33 C -1.79 -2.35 0.61
34 C 2.61 1.32 -3.97
35 H -4.20 -3.87 1.01
36 H -4.22 -3.16 5.24
37 H -3.33 3.86 -0.38
38 H 1.98 -1.73 1.35
39 H -0.34 3.75 -3.48
40 H 1.66 -2.16 -1.85
41 H -2.37 4.82 -2.47
42 H 3.10 2.73 -5.32
43 H 2.80 -1.12 0.04
44 H -2.22 1.88 0.64
45 H 3.32 2.96 2.73
46 H 4.23 1.57 3.20
47 H 4.13 1.32 -5.30
48 H 3.69 -0.52 2.26
49 H -2.12 -1.85 5.09
50 H -5.23 -4.15 3.24
51 H 3.18 -2.08 -2.55

## Properties
2S+1: 2
Lowest unoccupied orbital energy (alpha / beta), Eh: -0.381 / -0.381
Max |F|, eV/A: 0.1
Total charge: +3
Calculated total energy, a.u.: -3005.0217
Energy above the lowest of the compared OMol25 structures with the same formula, charge and spin, kcal per mole: 0.0
Frontier orbital gap (alpha / beta), Ha: 0.236 / 0.235



3 unconnected molecules or ions with the total composition C4H13O3S in a non-equilibrium geometry. Source: OMol25; level of theory: wB97M-V/def2-TZVPD.

Positions of all 21 atoms, in Å:
1 S -1.25 -1.23 2.38
2 O 1.31 0.38 -3.43
3 O 2.34 1.26 1.97
4 O -0.69 2.59 -0.19
5 C -0.33 -0.44 -0.18
6 C 0.30 -0.82 -1.52
7 C 0.24 0.27 -2.66
8 C -0.58 -1.65 0.71
9 H 0.01 1.22 -2.09
10 H -1.27 0.11 -0.24
11 H 0.34 -2.21 0.91
12 H 0.00 -1.80 -1.90
13 H -2.15 -0.29 2.08
14 H 0.04 2.18 -0.66
15 H 0.32 0.28 0.31
16 H 2.22 1.76 1.16
17 H -1.51 2.11 -0.29
18 H -0.66 -0.02 -3.28
19 H 2.13 0.34 1.79
20 H 1.40 -0.91 -1.45
21 H -1.26 -2.36 0.28

## Properties
Lowest unoccupied orbital energy, Eh: 0.105
Max |F|, eV/A: 1.8
Total charge: -1
Calculated total energy, a.u.: -784.0798
Energy above the lowest of the compared OMol25 structures with the same formula, charge and spin, kcal per mole: 35.5
Frontier orbital gap, Ha: 0.206



11 unconnected molecules or ions with the total composition C5H28NO12 in a non-equilibrium geometry. Source: OMol25; level of theory: wB97M-V/def2-TZVPD.

Positions of all 46 atoms, in Å:
1 O -0.95 -3.08 0.26
2 O 4.20 2.09 -0.07
3 O 2.95 -1.14 -3.46
4 O -4.51 -0.46 2.57
5 O 1.44 -2.14 -0.11
6 O 3.44 -0.51 -0.91
7 O -2.18 -1.43 1.75
8 O 0.26 0.06 -1.20
9 O -1.86 -1.37 -1.69
10 O -1.66 0.63 -4.40
11 O 1.77 1.61 -0.87
12 O 0.45 -2.39 3.19
13 N -1.67 1.98 -1.36
14 C 0.07 1.81 2.18
15 C 0.59 1.21 -0.86
16 C -0.99 1.62 1.07
17 C 0.11 1.03 3.28
18 C -0.59 2.11 -0.30
19 H -1.30 -3.16 -0.66
20 H -0.19 3.18 -0.31
21 H 4.61 2.36 -0.89
22 H -3.70 -0.87 2.24
23 H -0.97 -1.10 -1.39
24 H 1.98 -1.34 -3.56
25 H -1.78 -2.02 1.07
26 H 0.77 -2.30 2.25
27 H -0.02 -0.02 3.42
28 H -1.33 1.45 -4.01
29 H -1.53 0.65 0.87
30 H -1.74 -1.53 2.59
31 H 2.89 -0.38 -2.86
32 H -1.75 2.31 1.47
33 H -4.44 0.29 1.93
34 H 2.80 0.24 -0.83
35 H -2.59 1.62 -1.00
36 H 4.22 -0.03 -1.22
37 H -1.41 1.26 -2.02
38 H 0.78 -1.51 3.41
39 H 0.06 -2.83 0.22
40 H -1.44 -0.08 -3.80
41 H -2.42 -0.96 -1.03
42 H 3.25 2.23 -0.23
43 H 0.58 1.43 4.18
44 H 0.47 2.87 2.02
45 H 1.05 -1.31 -0.50
46 H 2.31 -2.03 -0.45

## Properties
Lowest unoccupied orbital energy, Eh: 0.105
Max |F|, eV/A: 2.8
Total charge: -1
Calculated total energy, a.u.: -1165.0165
Energy above the lowest of the compared OMol25 structures with the same formula, charge and spin, kcal per mole: 37.4
Frontier orbital gap, Ha: 0.359



C10H17N3O4 in the gas phase in a non-equilibrium geometry. Source: OMol25; level of theory: wB97M-V/def2-TZVPD.

Positions of all 34 atoms, in Å:
1 O 2.88 -1.85 -0.81
2 O 2.68 -0.36 -2.47
3 O -2.33 -1.20 0.99
4 O 0.79 2.60 -0.71
5 N -2.87 -2.86 -0.50
6 N -1.79 3.00 -0.22
7 N 0.87 0.46 0.04
8 C -2.02 -0.56 -1.23
9 C -1.40 1.58 -0.01
10 C -2.47 0.87 -0.81
11 C 2.26 0.44 -0.25
12 C 2.72 -0.58 -1.24
13 C 0.52 -0.47 1.15
14 C 2.97 0.27 1.23
15 C -2.39 -1.53 -0.17
16 C 0.16 1.65 -0.25
17 C 1.88 -0.53 1.96
18 H 2.58 1.31 -0.72
19 H -1.48 1.29 1.11
20 H -1.10 3.71 -0.05
21 H -2.63 1.44 -1.70
22 H -3.60 0.95 -0.49
23 H -2.56 -0.84 -2.13
24 H 1.94 -0.21 3.02
25 H 0.55 -1.51 0.87
26 H -0.96 -0.66 -1.48
27 H 3.09 1.36 1.60
28 H 3.93 -0.25 1.25
29 H 2.22 -1.57 2.07
30 H 3.15 -2.43 -1.46
31 H -0.30 -0.11 1.72
32 H -2.17 -3.33 -1.14
33 H -2.59 -3.25 0.42
34 H -2.54 3.17 0.41

## Properties
Lowest unoccupied orbital energy, Eh: 0.013
Structure (SMILES): NC(=O)CC[C@H](N)C(=O)N1CCC[C@H]1C(=O)O
Max |F|, eV/A: 5.3
Total charge: 0
Calculated total energy, a.u.: -856.4352
Energy above the lowest of the compared OMol25 structures with the same formula, charge and spin, kcal per mole: 73.0
Frontier orbital gap, Ha: 0.354



C26H23NO6S in the gas phase. Source: OMol25; level of theory: wB97M-V/def2-TZVPD.

Positions of all 57 atoms, in Å:
1 S 0.39 1.97 -3.21
2 O 2.21 -1.65 -4.57
3 O -0.92 1.51 -3.61
4 O -1.77 1.46 4.31
5 O 0.61 1.10 1.95
6 O 1.48 -0.93 2.34
7 O 0.49 3.26 -2.61
8 N -0.94 -0.59 3.79
9 C -4.11 -3.06 4.94
10 C 1.73 -0.38 -2.66
11 C 1.59 2.98 -5.45
12 C 2.08 0.67 -4.95
13 C 0.88 0.86 -0.76
14 C 1.16 -0.05 1.57
15 C 1.97 -1.26 -0.43
16 C 1.46 1.87 -4.64
17 C -2.85 -3.23 5.49
18 C -3.29 -1.23 3.59
19 C -1.80 -2.41 5.11
20 C -4.32 -2.06 4.00
21 C 0.44 -3.52 4.83
22 C 2.97 1.70 -6.94
23 C -0.43 -2.62 5.71
24 C 2.36 2.90 -6.61
25 C 1.99 -0.55 -4.11
26 C -2.03 -1.41 4.17
27 C -0.90 0.75 3.87
28 C 0.43 1.34 3.34
29 C -3.49 -0.17 2.54
30 C 2.17 -1.38 -1.79
31 C -4.72 -0.37 1.65
32 C 1.34 -0.14 0.10
33 C 1.08 0.73 -2.12
34 C 2.83 0.59 -6.13
35 H 1.39 -3.71 5.31
36 H -0.54 -3.09 6.69
37 H -4.92 -3.69 5.25
38 H 2.66 -2.24 -2.21
39 H -5.31 -1.94 3.59
40 H -0.08 -1.07 3.55
41 H -0.06 -4.47 4.67
42 H 3.30 -0.35 -6.38
43 H 0.07 -1.66 5.86
44 H -2.68 -4.01 6.22
45 H 1.10 3.89 -5.16
46 H 2.31 -2.03 0.25
47 H 2.47 3.77 -7.24
48 H 0.38 1.74 -0.38
49 H 0.63 -3.07 3.86
50 H 3.55 1.63 -7.85
51 H -4.72 -1.36 1.21
52 H -4.70 0.36 0.85
53 H -5.64 -0.23 2.21
54 H 0.40 2.42 3.45
55 H -2.60 -0.14 1.91
56 H 1.27 0.92 3.90
57 H -3.56 0.80 3.04

## Properties
Lowest unoccupied orbital energy, Eh: -0.050
Structure (SMILES): CCc1cccc(CC)c1NC(=O)COC(=O)c1ccc2c(c1)S(=O)(=O)c1ccccc1C2=O
Max |F|, eV/A: 0.8
Total charge: 0
Calculated total energy, a.u.: -1908.9936
Energy above the lowest of the compared OMol25 structures with the same formula, charge and spin, kcal per mole: 0.0
Frontier orbital gap, Ha: 0.272



C4H6S3 in the gas phase in a non-equilibrium geometry. Source: OMol25; level of theory: wB97M-V/def2-TZVPD.

Positions of all 13 atoms, in Å:
1 S 2.51 -0.50 -0.49
2 S -2.52 -0.49 -0.49
3 S 0.01 2.06 0.05
4 C 0.01 0.51 0.43
5 C -1.07 -0.54 0.60
6 C 1.08 -0.54 0.61
7 C -0.01 -1.62 0.33
8 H -2.80 0.83 -0.28
9 H -1.39 -0.54 1.65
10 H 1.41 -0.55 1.66
11 H -0.01 -2.51 1.01
12 H 2.81 0.82 -0.30
13 H 0.00 -1.90 -0.73

## Properties
Lowest unoccupied orbital energy, Eh: -0.021
Structure (SMILES): S=C1[C@H](S)C[C@@H]1S
Max |F|, eV/A: 1.2
Total charge: 0
Calculated total energy, a.u.: -1350.5251
Energy above the lowest of the compared OMol25 structures with the same formula, charge and spin, kcal per mole: 13.8
Frontier orbital gap, Ha: 0.308



A molecular structure, C25H46F3NP2PbSSi4. Source: OMol25; level of theory: wB97M-V/def2-TZVPD.

Positions of all 83 atoms, in Å:
1 Pb -0.13 0.39 0.29
2 S 1.35 -0.95 2.10
3 P -0.06 1.83 -2.99
4 P 2.00 -0.36 -1.83
5 Si -1.91 -1.68 0.15
6 Si -0.88 -3.79 0.00
7 Si -3.42 -1.93 1.92
8 Si -3.18 -1.37 -1.79
9 F 0.95 -2.02 6.10
10 F 2.49 -1.57 4.66
11 F 2.19 -0.27 6.35
12 N -0.58 0.66 2.77
13 C 0.39 -0.13 3.28
14 C -1.97 -5.01 -0.93
15 C 1.93 -1.04 -3.53
16 C 4.32 3.06 -2.09
17 C -2.63 -2.03 3.63
18 C 0.54 -0.19 4.69
19 C -3.82 0.41 -1.85
20 C -1.38 1.37 3.55
21 C 3.43 3.99 -2.61
22 C -4.37 -3.54 1.69
23 C 0.75 -3.68 -0.94
24 C -4.68 -2.50 -1.95
25 C 2.13 3.61 -2.89
26 C -0.98 3.33 -2.46
27 C 2.58 1.36 -2.16
28 C -1.31 1.34 4.93
29 C -4.67 -0.51 1.93
30 C 1.69 2.31 -2.66
31 C 1.55 -1.02 5.42
32 C -2.07 -1.63 -3.29
33 C 3.89 1.75 -1.87
34 C -0.13 2.05 -4.81
35 C 3.53 -1.19 -1.25
36 C -0.33 0.53 5.49
37 C -0.51 -4.48 1.70
38 H -0.67 4.23 -3.00
39 H 1.19 -4.67 -1.07
40 H 2.86 -0.83 -4.07
41 H -3.71 -4.41 1.79
42 H -1.83 -2.76 3.66
43 H -2.04 3.16 -2.65
44 H -5.26 -0.50 1.01
45 H -2.95 -5.12 -0.44
46 H -2.12 1.98 3.04
47 H 3.76 5.01 -2.79
48 H -1.22 -0.95 -3.24
49 H 4.60 1.04 -1.47
50 H 5.33 3.34 -1.86
51 H -1.50 -6.00 -0.95
52 H -0.22 0.47 6.56
53 H -4.17 0.46 2.02
54 H 0.05 -5.41 1.63
55 H -5.18 -2.34 -2.90
56 H -0.84 3.48 -1.39
57 H -4.39 -3.56 -1.89
58 H -2.23 -1.07 3.95
59 H -4.86 -3.60 0.72
60 H -1.43 -4.69 2.25
61 H -4.38 0.60 -2.77
62 H 1.10 -0.61 -4.09
63 H -1.69 -2.65 -3.34
64 H 1.78 -2.12 -3.48
65 H 1.45 4.35 -3.29
66 H 0.61 -3.23 -1.92
67 H 0.48 1.31 -5.31
68 H 4.36 -1.06 -1.93
69 H 1.46 -3.06 -0.38
70 H 0.20 3.04 -5.12
71 H -5.14 -3.64 2.47
72 H -1.99 1.91 5.54
73 H -1.17 1.91 -5.14
74 H 3.30 -2.25 -1.17
75 H -2.98 1.11 -1.82
76 H -5.40 -2.32 -1.15
77 H -5.36 -0.62 2.77
78 H 0.07 -3.77 2.29
79 H -2.61 -1.43 -4.23
80 H -4.47 0.63 -1.00
81 H 3.80 -0.83 -0.25
82 H -2.15 -4.70 -1.96
83 H -3.39 -2.33 4.36

## Properties
Lowest unoccupied orbital energy, Eh: 0.012
Max |F|, eV/A: 0.2
Total charge: 0
Calculated total energy, a.u.: -3766.4369
Energy above the lowest of the compared OMol25 structures with the same formula, charge and spin, kcal per mole: 0.0
Frontier orbital gap, Ha: 0.271



2 unconnected molecules or ions with the total composition C16H10N6O6 in a non-equilibrium geometry. Source: OMol25; level of theory: wB97M-V/def2-TZVPD.

Positions of all 38 atoms, in Å:
1 O 3.51 -4.79 -0.19
2 O -0.31 -3.68 -1.95
3 O 5.44 -3.84 0.53
4 O -0.57 -1.57 -2.48
5 O 3.10 2.05 -1.07
6 O 4.81 0.76 -0.29
7 N 3.51 0.93 -0.80
8 N 5.08 -0.57 -0.06
9 N 0.10 -2.50 -1.97
10 N 4.34 -3.68 0.02
11 N 2.31 -4.44 -0.77
12 N -0.85 1.09 -0.78
13 C 1.38 -2.12 -1.40
14 C -1.33 0.87 0.46
15 C -3.15 2.48 0.09
16 C -1.09 -0.30 2.59
17 C -2.49 1.58 0.97
18 C -2.19 0.41 3.10
19 C 2.38 -3.08 -0.92
20 C 2.93 -0.34 -0.90
21 C 3.61 -2.60 -0.45
22 C -2.88 1.33 2.31
23 C -1.53 1.88 -1.60
24 C 1.66 -0.74 -1.33
25 C 3.94 -1.22 -0.44
26 C -2.67 2.61 -1.20
27 C -0.67 -0.08 1.29
28 C -4.35 3.29 0.52
29 H -3.14 3.27 -1.93
30 H -3.72 1.88 2.73
31 H -0.56 -1.03 3.21
32 H -1.16 1.95 -2.63
33 H 0.90 0.02 -1.53
34 H -2.51 0.25 4.13
35 H -4.15 4.37 0.45
36 H -5.22 3.10 -0.12
37 H 0.17 -0.61 0.84
38 H -4.64 3.08 1.55

## Properties
Lowest unoccupied orbital energy, Eh: -0.079
Max |F|, eV/A: 3.2
Total charge: 0
Calculated total energy, a.u.: -1395.2837
Energy above the lowest of the compared OMol25 structures with the same formula, charge and spin, kcal per mole: 0.0
Frontier orbital gap, Ha: 0.249